# 1
82
Properties=species:S:1:pos:R:3 method="wB97M-V/def2-TZVPD" homo_energy_ev=-4.16 total_charge=-2 gap_ev=1.9 lumo_ev=-2.26
Be -4.493 -24.159 25.306
C 3.010 -26.714 22.429
F 4.369 -26.806 22.542
F 2.606 -26.297 21.222
F 2.504 -27.936 22.467
S 2.498 -25.587 23.930
O 3.060 -26.274 25.071
O 3.268 -24.343 23.670
O 1.037 -25.503 24.033
C -12.122 -22.540 22.673
F -12.601 -23.621 23.132
F -13.061 -22.145 21.764
F -11.961 -21.692 23.644
S -10.435 -22.919 21.767
O -9.516 -23.247 22.835
O -10.675 -23.970 20.728
O -10.041 -21.641 21.098
S -2.394 -19.992 22.252
O -3.209 -21.073 21.676
O -2.720 -20.092 23.661
O -0.983 -20.218 21.979
O -2.947 -18.764 21.692
C -5.527 -32.028 23.003
C -6.084 -30.596 22.810
C -7.261 -30.671 21.801
C -8.608 -31.347 22.321
C -8.972 -30.658 23.687
C -7.773 -30.723 24.711
N -6.644 -30.020 24.054
O -5.646 -29.760 25.056
C -8.383 -29.828 25.920
C -7.585 -32.234 25.245
C -5.064 -29.590 22.128
H -6.337 -32.755 23.063
H -4.819 -32.233 23.806
H -4.972 -32.415 22.149
H -7.489 -29.702 21.356
H -7.005 -31.372 21.005
H -8.689 -32.428 22.429
H -9.400 -31.231 21.581
H -9.709 -31.302 24.167
H -9.448 -29.694 23.510
H -8.093 -28.778 25.893
H -9.473 -29.801 25.938
H -8.037 -30.041 26.932
H -7.905 -32.999 24.538
H -6.610 -32.504 25.649
H -8.293 -32.256 26.074
H -4.716 -29.906 21.144
H -4.122 -29.686 22.668
H -5.296 -28.536 21.973
H -5.140 -30.572 25.124
C -2.297 -22.687 30.505
C -3.437 -22.514 31.538
C -3.300 -21.007 32.056
C -4.557 -20.500 32.746
C -5.715 -20.443 31.749
C -5.981 -21.926 31.342
N -4.741 -22.685 30.847
O -4.993 -23.953 30.577
C -6.801 -22.734 32.379
C -6.892 -21.769 30.159
C -3.186 -23.451 32.750
H -1.324 -22.630 30.994
H -2.350 -23.704 30.115
H -2.260 -21.936 29.716
H -2.447 -20.785 32.697
H -3.010 -20.339 31.245
H -4.634 -21.156 33.613
H -4.362 -19.505 33.148
H -5.423 -19.743 30.966
H -6.510 -19.831 32.174
H -7.635 -22.160 32.782
H -6.169 -22.952 33.240
H -7.216 -23.665 31.992
H -7.331 -22.636 29.665
H -6.363 -21.223 29.378
H -7.731 -21.108 30.378
H -2.106 -23.473 32.895
H -3.590 -23.068 33.688
H -3.590 -24.449 32.583
H -5.174 -24.268 31.465

# 2
66
Properties=species:S:1:pos:R:3 method="wB97M-V/def2-TZVPD" homo_energy_ev="-13.19 / -13.24" total_charge=+2 gap_ev="5.4 / 6.1" lumo_ev="-7.76 / -7.16"
W 1.786 -1.604 0.891
Se 0.408 -1.617 2.647
Te 4.342 -1.235 -0.273
Te 3.665 -0.723 2.273
Se 1.161 0.334 -0.589
O 0.145 -2.481 -0.535
C -0.130 -3.771 -1.139
C 0.939 -4.149 -2.143
C 2.324 -3.809 -1.596
C 2.559 -4.424 -0.249
C 3.004 -5.735 -0.191
C 3.190 -6.364 1.025
C 2.904 -5.661 2.186
C 2.447 -4.370 2.078
N 2.274 -3.738 0.892
H 0.084 -1.772 -1.196
H -1.120 -3.731 -1.589
H -0.165 -4.466 -0.302
H 0.795 -3.617 -3.085
H 0.856 -5.215 -2.364
H 2.430 -2.724 -1.555
H 3.097 -4.152 -2.283
H 3.214 -6.250 -1.118
H 3.547 -7.384 1.069
H 3.028 -6.101 3.164
H 2.205 -3.804 2.964
C -1.028 4.299 1.815
C -0.250 2.993 1.821
C -0.642 2.111 3.007
C 1.256 3.245 1.847
Sb -0.701 1.902 -0.017
C -2.631 0.880 0.003
C -2.967 0.456 -1.418
C -2.556 -0.339 0.910
C -3.648 1.892 0.524
C -0.545 3.223 -1.750
C -0.337 2.360 -3.005
C -1.811 4.061 -1.875
C 0.688 4.110 -1.566
H -0.800 4.824 2.747
H -2.108 4.153 1.775
H -0.731 4.951 0.993
H -0.395 2.636 3.934
H -0.086 1.171 3.004
H -1.709 1.888 3.042
H 1.499 3.744 2.789
H 1.591 3.898 1.041
H 1.828 2.317 1.806
H -2.217 -0.228 -1.824
H -3.100 1.300 -2.092
H -3.918 -0.085 -1.390
H -1.822 -1.065 0.553
H -3.532 -0.833 0.904
H -2.329 -0.086 1.945
H -3.723 2.774 -0.113
H -3.445 2.200 1.551
H -4.638 1.424 0.527
H -1.078 1.573 -3.140
H 0.652 1.902 -2.998
H -0.389 3.010 -3.882
H -2.676 3.451 -2.134
H -1.654 4.774 -2.688
H -2.049 4.637 -0.979
H 1.598 3.530 -1.397
H 0.576 4.836 -0.761
H 0.838 4.675 -2.490

# 3
73
Properties=species:S:1:pos:R:3 method="wB97M-V/def2-TZVPD" homo_energy_ev=-10.11 gap_ev=10.3 lumo_ev=0.22
C -3.077 -2.921 -2.626
C -4.358 -2.341 -2.038
C -4.605 -2.664 -0.512
O -4.486 -1.372 0.088
C -4.480 -0.391 -0.894
O -4.658 0.758 -0.679
O -4.451 -0.960 -2.083
H -2.198 -2.517 -2.027
H -2.762 -2.516 -3.610
H -3.069 -3.999 -2.475
H -5.112 -2.988 -2.574
H -3.735 -3.266 -0.112
H -5.458 -2.889 -0.163
C 4.409 0.584 2.639
C 4.119 2.017 3.042
C 3.612 2.872 1.868
S 4.720 2.303 0.610
O 6.086 2.844 0.682
O 4.067 2.255 -0.692
C 4.930 0.642 1.134
H 3.587 -0.182 2.899
H 5.187 0.123 3.427
H 5.017 2.655 3.389
H 3.476 2.065 3.900
H 3.693 3.936 1.949
H 2.688 2.767 1.401
H 5.993 0.458 1.056
H 4.360 0.003 0.440
C 0.125 1.844 -2.108
C -0.152 3.166 -2.729
C -1.252 3.968 -1.994
S -2.309 2.737 -1.453
O -3.482 2.829 -2.243
O -2.409 2.886 -0.035
C -1.348 1.215 -1.858
H 0.765 1.941 -1.290
H 0.811 1.371 -2.844
H -0.503 3.265 -3.726
H 0.757 3.537 -2.658
H -1.837 4.654 -2.497
H -0.970 4.234 -1.174
H -1.992 0.793 -2.649
H -1.319 0.594 -1.061
C -2.469 -0.407 3.619
C -2.198 -0.801 2.114
C -0.711 -0.983 2.096
S 0.022 0.167 3.207
O 0.424 1.436 2.567
O 0.889 -0.483 4.168
C -1.395 0.637 4.149
H -2.518 -1.356 4.180
H -3.528 -0.092 3.648
H -2.580 0.044 1.369
H -2.680 -1.680 1.942
H -0.270 -0.808 1.305
H -0.524 -1.747 2.433
H -1.674 1.677 3.836
H -1.426 0.732 5.226
C 1.899 -1.027 -1.785
C 0.467 -1.474 -1.861
C 0.577 -2.917 -2.208
S 1.705 -3.355 -0.952
O 2.389 -4.544 -1.249
O 0.879 -3.296 0.235
C 2.755 -2.042 -0.985
H 2.083 -0.062 -1.587
H 2.265 -1.206 -2.739
H -0.118 -0.872 -2.647
H 0.139 -1.156 -1.077
H 1.066 -3.150 -3.197
H -0.365 -3.657 -2.023
H 3.544 -2.285 -1.531
H 2.962 -1.637 0.023

# 4
70
Properties=species:S:1:pos:R:3 method="wB97M-V/def2-TZVPD" homo_energy_ev=-3.78 total_charge=-1 gap_ev=6.2 lumo_ev=2.46
C -1.549 -2.509 -4.664
C -1.139 -3.317 -3.469
H -1.655 -3.100 -5.581
H -0.785 -1.732 -4.821
H -2.503 -1.999 -4.463
C -0.807 -4.616 -3.492
C -0.686 -5.435 -4.740
H -0.542 -5.128 -2.558
H -0.379 -4.819 -5.595
H -1.622 -5.946 -5.008
H 0.080 -6.209 -4.600
Zn -0.527 2.278 0.101
Cl -2.749 2.706 -0.089
Cl 1.208 3.678 -0.309
H 0.841 5.223 3.624
H -1.587 6.954 2.417
C 0.876 5.300 2.529
C -1.160 6.415 1.558
N -0.470 5.208 2.000
H 1.485 4.486 2.122
C -1.051 4.009 1.943
O -0.490 2.923 2.231
H -1.979 6.140 0.875
H -2.088 4.011 1.523
H 1.287 6.266 2.232
H -0.451 7.077 1.043
H 2.125 -0.798 -3.439
H 1.911 -3.384 -2.901
C 3.060 -0.800 -2.862
C 2.939 -3.248 -2.550
N 3.096 -1.935 -1.958
H 3.138 0.118 -2.266
C 3.041 -1.740 -0.610
O 2.841 -0.663 -0.033
H 3.181 -4.001 -1.800
H 3.213 -2.695 -0.048
H 3.900 -0.883 -3.565
H 3.607 -3.337 -3.406
O 0.236 -1.772 -2.559
C -0.854 -2.438 -2.231
C 0.329 -3.643 -0.268
C -0.850 -3.174 -0.857
H 1.290 -3.297 -0.654
C 0.276 -4.525 0.816
H -1.735 -1.746 -2.197
C -2.076 -3.442 -0.240
H 1.206 -4.972 1.183
C -0.955 -4.826 1.407
C -2.135 -4.275 0.891
H -2.970 -2.973 -0.676
H -0.994 -5.519 2.241
H -3.109 -4.488 1.348
Si -0.357 2.650 -3.592
Cl -0.326 1.162 -2.003
C 1.391 3.249 -3.791
C -1.398 4.128 -2.967
C -1.040 2.015 -5.168
H 2.103 2.459 -3.531
H 1.596 4.105 -3.139
H 1.562 3.542 -4.837
H -0.270 1.505 -5.751
H -1.436 2.851 -5.758
H -1.839 1.285 -5.003
H -1.247 4.398 -1.910
H -2.470 3.919 -3.089
H -1.170 5.037 -3.557
N 0.059 0.292 0.645
H -0.325 0.050 1.559
H 1.086 0.175 0.682
H -0.255 -0.417 -0.032

# 5
65
Properties=species:S:1:pos:R:3 method="wB97M-V/def2-TZVPD" homo_energy_ev="-13.53 / -13.53" total_charge=+2 gap_ev="6.3 / 6.3" lumo_ev="-7.27 / -7.27"
Mo -0.505 0.187 0.724
P 1.390 0.812 -0.424
P -1.981 2.081 0.990
N -1.375 -0.734 -0.513
H 2.285 -2.322 4.210
C 2.013 -0.656 -1.301
H 2.839 -0.351 -1.954
H 1.218 -1.115 -1.901
H 2.384 -1.394 -0.578
C 2.762 1.392 0.613
H 3.534 1.844 -0.028
H 3.198 0.552 1.175
H 2.392 2.147 1.322
C 1.108 2.055 -1.723
H 2.054 2.246 -2.257
H 0.744 2.989 -1.268
H 0.357 1.681 -2.439
C -3.703 1.488 0.775
H -4.386 2.347 0.865
H -3.965 0.741 1.538
H -3.828 1.033 -0.217
C -2.009 3.020 2.551
H -2.985 3.520 2.652
H -1.216 3.781 2.527
H -1.844 2.366 3.417
C -1.824 3.390 -0.281
H -2.561 4.181 -0.069
H -2.016 2.980 -1.286
H -0.812 3.821 -0.250
C -1.890 -1.070 -1.745
C -2.102 -2.731 -3.495
C -1.951 -2.431 -2.141
C -2.189 -0.038 -2.676
C -2.295 -0.360 -4.025
C -2.243 -1.692 -4.431
H -2.109 -3.767 -3.840
H -1.818 -3.195 -1.372
H -2.215 0.998 -2.321
H -2.406 0.435 -4.765
H -2.321 -1.911 -5.499
C 3.154 -1.879 3.849
O 2.370 -1.820 2.004
C 4.328 -2.773 3.657
H 4.408 -3.452 4.509
H 5.235 -2.153 3.610
H 4.273 -3.378 2.744
C 3.360 -0.459 4.233
H 3.115 -0.303 5.298
H 2.771 0.277 3.655
H 4.423 -0.217 4.097
C -0.326 -2.311 5.027
Si -0.857 -0.885 3.964
C -2.669 -0.969 3.450
C -0.294 0.683 4.841
C 0.091 -0.854 2.312
C 1.235 -1.370 1.908
H -0.951 -2.364 5.921
H 0.705 -2.196 5.371
H -0.416 -3.249 4.471
H -3.195 -1.664 4.120
H -3.162 0.011 3.504
H -2.780 -1.357 2.424
H 0.414 0.414 5.640
H 0.213 1.395 4.172
H -1.155 1.182 5.309

# 6
69
Properties=species:S:1:pos:R:3 method="wB97M-V/def2-TZVPD" homo_energy_ev="-4.85 / -4.84" total_charge=-1 gap_ev="7.4 / 7.2" lumo_ev="2.60 / 2.33" multiplicity=3
O -2.749 3.599 2.649
C -3.431 2.599 2.384
F -4.618 2.788 1.620
N -3.022 1.272 2.908
C -3.152 0.252 1.811
O -4.334 -0.166 1.573
Al -1.631 -0.570 0.704
H -3.646 1.012 3.703
H -0.670 0.483 0.000
H -2.247 -1.481 -0.469
H -0.782 -1.540 1.673
C 3.478 6.204 1.703
C 2.451 5.133 1.262
C 1.016 5.701 1.314
C 0.450 5.803 2.722
C 0.538 4.452 3.421
C 1.968 3.877 3.435
N 2.622 3.895 2.081
O 2.099 2.863 1.371
C 2.817 4.672 4.458
C 1.916 2.452 4.046
C 2.803 4.922 -0.237
H 4.487 5.941 1.372
H 3.234 7.177 1.264
H 3.538 6.367 2.774
H 0.346 5.068 0.721
H 0.985 6.691 0.843
H 0.981 6.576 3.289
H -0.595 6.120 2.673
H 0.162 4.555 4.445
H -0.143 3.755 2.919
H 3.882 4.447 4.351
H 2.538 4.415 5.485
H 2.677 5.751 4.396
H 1.239 1.787 3.504
H 1.549 2.483 5.076
H 2.910 1.993 4.063
H 3.792 4.468 -0.352
H 2.818 5.881 -0.765
H 2.076 4.292 -0.755
C -2.554 -6.336 -3.863
C -2.206 -4.867 -3.521
C -1.348 -4.236 -4.639
C 0.105 -4.686 -4.622
C 0.713 -4.435 -3.247
C -0.090 -5.095 -2.108
N -1.560 -4.795 -2.176
O -1.730 -3.530 -1.710
C 0.156 -6.624 -2.145
C 0.538 -4.665 -0.755
C -3.594 -4.170 -3.565
H -3.402 -6.687 -3.268
H -2.832 -6.433 -4.917
H -1.749 -7.047 -3.701
H -1.369 -3.144 -4.551
H -1.781 -4.464 -5.621
H 0.180 -5.742 -4.899
H 0.668 -4.129 -5.377
H 1.746 -4.800 -3.241
H 0.775 -3.352 -3.084
H -0.551 -7.155 -1.501
H 1.161 -6.870 -1.788
H 0.107 -7.050 -3.147
H 0.562 -3.580 -0.630
H 1.576 -5.002 -0.683
H -0.010 -5.097 0.088
H -4.243 -4.529 -2.762
H -4.098 -4.381 -4.514
H -3.521 -3.083 -3.486

# 7
64
Properties=species:S:1:pos:R:3 method="wB97M-V/def2-TZVPD" homo_energy_ev="-4.09 / -4.00" gap_ev="4.2 / 4.1" lumo_ev="0.13 / 0.10" multiplicity=5
P -0.288 -1.701 -5.053
P 0.129 2.157 -4.935
C -0.665 -0.380 -6.227
C 0.265 0.865 -6.310
H -1.715 -0.078 -6.116
H -0.612 -0.927 -7.185
H 1.325 0.589 -6.436
H 0.010 1.435 -7.225
C -1.371 2.959 -5.604
H -1.779 3.697 -4.906
H -2.184 2.260 -5.854
H -1.104 3.469 -6.540
C 1.496 3.237 -5.360
H 1.196 3.862 -6.200
H 2.378 2.643 -5.611
H 1.726 3.871 -4.498
C -1.394 -3.045 -5.546
H -1.405 -3.851 -4.800
H -0.993 -3.428 -6.494
H -2.416 -2.671 -5.705
C 1.370 -2.258 -5.480
H 2.071 -1.416 -5.554
H 1.267 -2.750 -6.457
H 1.719 -2.981 -4.732
Fe -0.414 -1.410 -0.864
C 0.351 2.502 -3.160
C -0.989 2.096 -2.694
C -1.634 0.904 -3.214
C -1.542 -0.623 -2.771
C -0.300 -1.477 -3.276
C 1.055 -1.049 -2.636
C 1.548 0.213 -3.222
C 1.459 1.557 -2.493
C 0.445 -1.941 0.907
H 0.605 3.564 -2.973
H -1.426 2.571 -1.824
H -1.432 0.782 -4.306
H -2.717 1.101 -3.070
H -1.927 -0.749 -1.707
H -2.358 -1.065 -3.369
H -0.487 -2.551 -3.011
H 1.849 -1.824 -2.711
H 0.912 0.319 -4.144
H 2.580 0.090 -3.615
H 1.276 1.404 -1.406
H 2.468 2.002 -2.566
H 1.495 -2.058 1.185
H 0.439 -2.623 -0.024
H -0.237 -2.476 1.574
C -1.534 2.900 3.230
Si -0.119 1.642 3.283
C 1.486 2.606 3.544
C -0.400 0.495 4.774
C -0.009 0.559 1.712
C 0.060 -0.429 0.884
H -1.830 3.247 4.236
H -2.408 2.433 2.752
H -1.244 3.785 2.640
H 1.735 2.725 4.612
H 2.308 2.061 3.056
H 1.421 3.611 3.097
H -1.423 0.091 4.765
H 0.297 -0.355 4.720
H -0.244 1.002 5.739

Result set for total energy: -3605.38980; -6560.61812; -3204.85613; -4625.08165; -1955.26175; -1593.42127; -3021.45882 Ha, one per record in the order listed.